No. 1
Formula: C5H12ClN2
Source: the OMol25 dataset
Level of theory: ωB97M-V with the def2-TZVPD basis set

The geometry in ORCA input format:
```
! RIJCOSX wB97M-V def2-TZVPD def2/J DEFGRID3
* xyz 1 1
Cl 0.239 0.389 2.616
N -0.583 -1.508 0.790
N -0.111 0.545 -0.073
C 0.266 1.946 0.041
C -0.769 -0.217 1.083
C 1.114 -0.390 -0.346
C -0.931 0.368 -1.286
C 0.646 -1.805 -0.073
H -2.224 0.173 1.469
H 1.945 -0.182 0.318
H -2.003 0.591 -1.005
H 0.296 -2.651 -0.865
H 1.438 -2.290 0.632
H -0.790 -2.136 1.598
H -0.606 2.572 0.221
H -0.435 1.088 -2.023
H -0.726 -0.621 -1.676
H 1.526 -0.260 -1.328
H 0.764 2.270 -0.966
H 0.944 2.118 0.873
*
```

Values from the calculation:
Orbital gap   10.4432 eV
Relative energy (zero: lowest compared OMol25 entry of this formula, charge and spin)   55.9 kcal per mole
HOMO   -13.9 eV
DFT total energy   -20872.5777 eV
LUMO level   -3.44 eV

No. 2
Formula: C33H74N3O6PSi
Source: the OMol25 dataset
Level of theory: ωB97M-V with the def2-TZVPD basis set

The geometry in ORCA input format:
```
! RIJCOSX wB97M-V def2-TZVPD def2/J DEFGRID3
* xyz 0 1
P -1.121 -0.214 -1.524
Si 0.473 0.564 -0.175
O -6.544 -1.914 1.036
O -1.496 2.347 0.006
O 1.081 -0.543 0.922
O 4.519 -5.792 -3.575
O 2.091 1.269 2.666
O -8.782 2.355 1.875
N -8.731 4.599 2.213
N 4.060 -7.993 -3.880
N -7.897 -0.314 0.154
C 1.944 2.354 -1.924
C 5.234 2.398 0.951
C -2.598 -0.444 -0.417
C 3.321 3.046 -1.940
C 4.027 -4.738 0.599
C -7.859 -0.931 -1.159
C 5.688 -2.002 0.419
C -0.495 -1.937 -1.851
C -0.289 2.073 0.702
C 4.827 -2.665 -0.659
C 6.496 1.878 0.265
C 1.972 0.992 -1.199
C 1.713 -0.006 3.182
C 4.846 -4.193 -0.579
C 4.578 -6.947 -3.201
C 5.438 -0.494 0.613
C -3.566 -1.567 -0.792
C 3.388 -7.727 -5.140
C 0.671 -0.669 2.271
C 5.115 3.921 0.933
C -8.191 5.723 2.944
C -2.378 3.302 0.583
C 4.152 -9.350 -3.393
C 2.932 -0.898 3.376
C 3.392 4.208 -0.934
C -4.949 3.080 0.646
C -8.649 0.908 0.351
C -7.215 -0.904 1.157
C 4.796 4.563 -0.423
C -8.360 3.329 2.472
C -3.604 2.596 1.191
C 6.661 0.339 0.215
C -9.703 4.829 1.159
H 5.209 -2.362 -1.642
H -4.556 -1.288 -0.425
H -3.315 -2.520 -0.321
H 7.343 2.299 0.820
H 0.494 -2.113 -1.421
H 2.808 0.962 -0.486
H 6.060 4.336 1.309
H -7.482 5.359 3.687
H -2.688 3.979 -0.223
H -6.835 -0.995 -1.530
H -3.596 2.692 2.282
H 1.245 0.202 4.149
H 2.696 -1.755 4.012
H 4.099 2.309 -1.711
H 4.684 -9.353 -2.442
H 5.552 4.318 -1.178
H -0.485 1.858 1.762
H 5.158 -0.300 1.654
H -3.630 -1.717 -1.874
H 3.554 3.428 -2.939
H -0.436 -2.096 -2.929
H 7.504 0.054 0.854
H -9.708 0.758 0.128
H 3.731 -0.328 3.856
H 4.069 -7.256 -5.849
H -7.619 3.251 3.285
H 2.947 5.088 -1.412
H 0.384 2.946 0.691
H -9.887 5.898 1.081
H 2.472 1.101 1.783
H 6.574 2.297 -0.744
H 4.020 -4.050 1.450
H -8.453 -0.330 -1.844
H 2.176 0.194 -1.923
H 2.985 -4.894 0.307
H 5.540 -2.525 1.369
H -9.332 4.456 0.203
H 4.859 5.648 -0.285
H 1.569 2.202 -2.938
H 4.416 -5.694 0.961
H 6.738 -2.147 0.137
H 3.792 -2.304 -0.599
H -3.495 1.534 0.978
H -8.980 6.273 3.461
H -1.853 3.906 1.334
H 2.749 3.986 -0.070
H 3.161 -9.781 -3.235
H 0.615 -1.735 2.516
H 5.888 -4.531 -0.509
H 1.241 3.033 -1.427
H -8.272 1.709 -0.287
H 3.298 -1.256 2.407
H -1.169 -2.686 -1.431
H -8.261 -1.944 -1.123
H 4.583 -0.184 -0.001
H -5.770 2.814 1.316
H -8.555 1.232 1.387
H -4.959 4.168 0.522
H -0.327 -0.248 2.434
H -10.639 4.315 1.376
H -5.164 2.625 -0.324
H 4.697 -9.985 -4.095
H 4.338 4.228 1.643
H 6.931 0.031 -0.802
H 5.253 2.086 2.002
H 2.543 -7.054 -4.993
H 4.337 1.947 0.517
H 4.466 -4.610 -1.514
H -3.120 0.508 -0.496
H -7.668 6.412 2.278
H 5.067 -7.240 -2.257
H -7.309 -0.365 2.114
H 3.032 -8.669 -5.551
H -2.301 -0.556 0.632
*
```

Values from the calculation:
Orbital gap   7.9375 eV
HOMO   -7.5 eV
DFT total energy   -69341.7691 eV
LUMO level   0.39 eV

No. 3
Formula: C2H4O2S
Source: the OMol25 dataset
Level of theory: ωB97M-V with the def2-TZVPD basis set

The geometry in ORCA input format:
```
! RIJCOSX wB97M-V def2-TZVPD def2/J DEFGRID3
* xyz 0 1
S -0.488 0.387 -0.844
O -1.708 1.080 -0.676
O 0.067 0.174 -2.159
C 0.647 0.438 0.539
C -0.111 -0.878 0.253
H 1.710 0.658 0.634
H 0.392 -1.676 -0.234
H -0.733 -1.111 1.045
H 0.224 0.927 1.441
*
```

Values from the calculation:
Orbital gap   11.0972 eV
SMILES string   O=S1(=O)CC1
Relative energy (zero: lowest compared OMol25 entry of this formula, charge and spin)   64.8 kcal per mole
HOMO   -10.4 eV
DFT total energy   -17066.4592 eV
LUMO level   0.71 eV